Here is a structure of composition C4H16FN8O4Zn at a distorted geometry from the OMol25 dataset. Energies are from ωB97M-V with the def2-TZVPD basis set.

XYZ file:
```
34
Properties=species:S:1:pos:R:3:forces:R:3
Zn 1.3604 5.5528 1.9277 -0.19 -1.73 -0.68
F 0.9975 2.7806 0.8001 0.20 1.71 0.55
C 0.6001 -0.4789 5.5373 -2.51 -1.13 -1.52
O 1.0719 -0.4868 6.6005 1.53 -0.12 5.65
N -0.6094 -0.8662 5.1281 -2.28 -0.55 -0.01
N 1.2951 -0.1044 4.5162 3.39 1.93 -4.50
H -1.3316 -1.1559 5.7720 0.28 -0.04 -0.21
H -0.6658 -1.0995 4.1470 -0.59 -0.19 0.40
H 2.2938 0.0078 4.6168 -0.25 0.14 -0.01
H 0.8394 0.2301 3.6793 0.39 -0.05 0.07
C -3.3447 -0.5558 0.5106 -0.09 -0.78 -0.55
O -2.6683 -1.4246 0.9811 1.81 -1.46 1.42
N -4.3058 -0.8339 -0.3356 -2.33 -2.77 -2.01
N -3.2028 0.7193 0.6383 1.14 4.26 1.21
H -4.3115 -1.8429 -0.3808 -1.07 0.04 -0.62
H -5.0771 -0.2674 -0.6583 0.29 -0.23 0.26
H -3.7871 1.2634 0.0197 0.74 0.53 0.42
H -2.3224 1.0325 1.0217 -0.41 0.45 -0.12
C 1.3537 2.9310 -3.9797 -1.08 -0.41 -3.80
O 1.5888 3.0718 -5.2295 -0.60 -0.14 3.70
N 2.2416 2.9388 -3.0102 2.89 0.72 0.41
N 0.1772 2.6464 -3.4039 -3.54 -0.42 0.22
H 1.9120 2.8497 -2.0596 0.85 0.13 -0.06
H 3.1578 3.2309 -3.3192 0.20 -0.16 0.75
H 0.0504 2.5364 -2.4079 0.61 0.09 -0.14
H -0.7373 2.5735 -3.8263 0.67 0.15 -0.89
C 2.1849 -3.0350 -2.2986 2.76 0.02 0.28
O 3.4203 -2.8272 -2.4108 -1.80 -0.92 -0.19
N 1.5236 -4.1564 -2.6623 0.58 -1.26 -0.78
N 1.4144 -2.1249 -1.7270 -1.85 1.15 0.66
H 0.5542 -4.3643 -2.4698 0.30 0.37 0.16
H 2.0903 -4.9543 -2.9120 -0.06 0.25 -0.16
H 0.4433 -2.3946 -1.6609 0.06 0.68 0.43
H 1.7933 -1.3924 -1.1439 -0.04 -0.26 -0.37
```
Positions in Å, forces in eV/Å.

Properties
2S+1: 1
E_tot, eV: -75641.17324
HOMO-LUMO gap, eV: 1.74
Max |F|, eV/Å: 5.96
Total charge: +1
HOMO, eV: -11.957